(1)
Formula: C44H70BrF15N3O16P2Si
Source: the OMol25 dataset
Level of theory: ωB97M-V with the def2-TZVPD basis set

Geometry (Å):
C 0.30991 -1.13991 4.80055
C 1.54460 -1.95026 4.37543
C 2.57423 -1.19994 3.53654
Br 4.16910 -2.36469 3.38527
N 2.19638 -0.82221 2.15779
C 1.92265 0.53092 1.95571
N 1.20802 1.25052 2.92816
C -0.13666 1.75236 2.47464
C -0.28341 3.25310 2.26012
O -0.65085 3.89774 3.49270
C -1.30385 5.10693 3.25256
C -0.78308 6.13395 2.26390
O -2.29830 5.35096 3.90212
P 2.13563 2.37771 3.84475
O 2.82608 3.42567 3.08522
N 2.36056 1.03600 0.83878
O 2.09283 2.33116 0.52484
C 3.15716 0.26698 -0.15134
C 3.87991 1.11238 -1.22552
C 3.14222 0.98289 -2.57825
C 1.88065 1.85220 -2.64683
C 0.82728 1.17376 -3.55440
C -0.55788 1.76705 -3.30027
C -1.14357 1.33823 -1.94259
C -1.11479 -0.19531 -1.68734
Si -2.78569 -0.94124 -1.20694
C -2.50014 -2.68233 -0.49182
C -3.84321 -1.18882 -2.76165
C -3.76831 0.12999 -0.01507
C -5.07887 -0.22324 0.23299
C -5.86336 0.47743 1.10810
C -5.33195 1.57907 1.73351
C -4.05157 1.97295 1.48539
C -3.27061 1.24473 0.62938
P 1.07565 -1.88593 1.28972
O 1.46073 -3.42417 1.58897
O -0.48400 -1.62244 1.70183
H -0.20106 -0.62942 3.98859
H 0.65583 -0.35839 5.49143
H -0.37158 -1.75064 5.39192
H 2.05654 -2.22492 5.30209
H 1.24602 -2.91080 3.94298
H 2.92307 -0.34940 4.11462
H -0.86334 1.48284 3.24734
H -0.42889 1.18938 1.58275
H -1.13320 3.38433 1.57684
H 0.56905 3.74408 1.78630
H -0.25732 5.72620 1.39819
H -1.65002 6.67034 1.88036
H -0.11491 6.84986 2.74456
H 3.09013 1.65198 4.59456
H 1.21569 2.88744 4.78258
H 1.16061 2.37757 0.25038
H 2.45147 -0.39187 -0.66264
H 3.87852 -0.39110 0.32935
H 4.08843 2.14553 -0.94677
H 4.85799 0.64486 -1.37885
H 3.81963 1.15750 -3.42281
H 2.84008 -0.06841 -2.65205
H 1.38980 1.97416 -1.68220
H 2.12449 2.79070 -3.14719
H 1.08978 1.38010 -4.59945
H 0.85249 0.08454 -3.47308
H -1.25006 1.46507 -4.09518
H -0.48379 2.85614 -3.37363
H -2.16508 1.72506 -1.87845
H -0.57132 1.84593 -1.15237
H -0.77530 -0.72478 -2.58242
H -0.37245 -0.39226 -0.89754
H -2.48541 -2.70889 0.60011
H -1.54445 -3.05765 -0.88118
H -3.27811 -3.34222 -0.88211
H -3.36029 -1.84003 -3.49021
H -4.05518 -0.19368 -3.16680
H -4.80174 -1.60013 -2.43496
H -5.49789 -1.08270 -0.28263
H -6.88270 0.15599 1.28108
H -5.96291 2.13968 2.41397
H -3.65989 2.86139 1.96586
H -2.24506 1.56679 0.46107
H 2.23310 -3.65717 1.05460
H -0.89052 -1.33022 0.87165
C 9.16493 -0.37756 -4.68080
C 8.03186 -1.24975 -4.18608
O 6.75156 -0.70300 -4.56922
C 6.34879 -0.98147 -5.80242
O 6.94737 -1.63287 -6.60488
C 4.96012 -0.37372 -6.04263
F 4.87354 0.88089 -5.57785
F 4.00518 -1.09040 -5.42565
F 4.64890 -0.33968 -7.33412
H 9.03549 0.64917 -4.33628
H 10.12062 -0.75342 -4.31799
H 9.19409 -0.35241 -5.76988
H 8.03121 -1.28138 -3.09808
H 8.12829 -2.27486 -4.54147
C -0.86072 -5.08940 3.25899
C 0.11612 -6.21759 3.50484
O 0.32567 -6.41776 4.91273
C -0.59012 -7.15287 5.53923
O -1.55290 -7.64680 5.03614
C -0.20536 -7.31484 7.01670
F 0.20189 -6.15354 7.54946
F 0.79630 -8.19337 7.14832
F -1.22997 -7.75293 7.73864
H -0.52802 -4.18032 3.76376
H -0.95222 -4.88636 2.19237
H -1.84855 -5.33108 3.65121
H 1.09009 -5.96611 3.08777
H -0.21113 -7.14220 3.03072
C -5.91561 0.81219 8.33488
C -5.94162 -0.25748 7.26448
O -7.09667 -0.11269 6.41708
C -6.99627 0.77549 5.43961
O -6.04419 1.45902 5.20152
C -8.28290 0.77789 4.60195
F -9.37518 0.75985 5.36916
F -8.32810 -0.30083 3.80505
F -8.35152 1.85759 3.82369
H -6.84678 0.80681 8.90213
H -5.08462 0.64590 9.01959
H -5.80939 1.80423 7.89593
H -6.02606 -1.24166 7.72102
H -5.02986 -0.25219 6.66779
C -4.27875 7.95676 0.76584
C -4.31033 7.28439 -0.58928
O -2.99695 6.81001 -0.96199
C -2.63593 5.64497 -0.45936
O -3.28625 4.95310 0.26896
C -1.24478 5.26359 -0.98741
F -0.39218 6.28960 -0.94487
F -1.31302 4.84814 -2.25574
F -0.70160 4.26496 -0.26812
H -3.53306 8.75261 0.78000
H -5.25295 8.38238 1.00155
H -4.01187 7.24824 1.55064
H -4.59913 7.99953 -1.35624
H -5.03068 6.46797 -0.61771
C 5.72334 -2.88271 -10.04148
C 4.83499 -3.25212 -8.87420
O 3.87180 -4.25404 -9.25487
C 4.30218 -5.50926 -9.24440
O 5.40244 -5.87212 -8.95209
C 3.15413 -6.45600 -9.62299
F 2.45969 -5.99850 -10.67081
F 2.29749 -6.59019 -8.59777
F 3.60542 -7.66654 -9.93454
H 5.12072 -2.57259 -10.89617
H 6.39317 -2.06877 -9.76613
H 6.32452 -3.73366 -10.36154
H 4.26112 -2.38613 -8.55619
H 5.41844 -3.58908 -8.01808

Atoms 1-6, force components in eV/Å:
C 0.695 0.626 0.419
C -0.481 -0.220 0.461
C 0.078 -0.526 0.356
Br -0.109 0.296 -0.059
N -0.965 -0.634 2.077
C 0.163 -0.547 0.263

Results
HOMO level in eV: -11.35
Total charge: +1
Kohn-Sham gap in eV: 7.4


(2)
Formula: C11H32ClO9
Source: the OMol25 dataset
Level of theory: ωB97M-V with the def2-TZVPD basis set

Geometry (Å):
Cl 23.72714 6.27714 -13.58634
O 22.68065 7.09701 -13.00683
O 24.55982 5.75546 -12.52341
O 23.17689 5.17737 -14.34964
O 24.52350 7.11746 -14.44317
C 18.95131 7.66303 -12.71435
C 18.66536 6.19502 -12.89137
C 19.88383 5.38557 -13.30720
O 18.09126 5.65390 -11.69618
H 18.02060 8.21229 -12.56354
H 19.49063 8.09344 -13.56034
H 19.61014 7.82593 -11.85469
H 17.90525 6.03850 -13.66475
H 20.61264 5.34063 -12.49577
H 20.37369 5.76056 -14.20639
H 19.62256 4.35409 -13.55332
H 18.57229 6.00333 -10.93927
C 23.91013 9.96084 -16.56793
C 23.32469 10.56679 -17.83974
C 23.85357 11.97331 -18.05569
O 23.70300 9.78679 -18.98704
H 23.63915 10.61174 -15.73472
H 24.98780 9.83040 -16.63849
H 23.48540 8.97777 -16.36044
H 22.23332 10.60774 -17.78646
H 23.47727 12.41236 -18.97878
H 24.94503 11.95268 -18.15230
H 23.68142 12.58570 -17.16886
H 22.95283 9.25582 -19.26171
C 27.79765 3.45640 -11.39911
C 27.68539 2.64265 -12.67675
C 26.57630 3.14569 -13.58925
O 28.94016 2.64637 -13.34363
H 28.75661 3.36628 -10.88873
H 27.02362 3.15855 -10.69000
H 27.66346 4.51456 -11.64190
H 27.40588 1.61224 -12.39573
H 25.59783 3.27119 -13.12135
H 26.39388 2.40312 -14.37410
H 26.81401 4.12129 -14.01866
H 28.78695 2.59500 -14.29290
C 21.29222 2.26564 -14.86743
O 21.04358 3.30266 -15.80348
H 20.57183 2.34527 -14.04196
H 21.19728 1.24891 -15.25007
H 22.30186 2.40266 -14.46994
H 21.51580 4.05852 -15.42951
C 26.62222 9.38350 -12.51484
O 25.92120 8.45623 -11.69345
H 26.78135 10.27649 -11.89893
H 27.61702 9.03482 -12.81858
H 25.99147 9.63415 -13.37312
H 25.43964 7.83821 -12.25981

Atoms 1-6, force components in eV/Å:
Cl -0.220 0.536 0.543
O -0.024 -0.523 -0.235
O -0.019 -0.070 -0.106
O -0.216 -0.022 -0.006
O 0.323 0.030 -0.316
C 0.184 0.416 0.008

Results
HOMO level in eV: -6.77
Total charge: -1
Kohn-Sham gap in eV: 9.5


(3)
Formula: C4H3N3O
Source: the OMol25 dataset
Level of theory: ωB97M-V with the def2-TZVPD basis set

Geometry (Å):
C -0.81260 -0.65244 -0.09774
C 1.47822 -0.99716 -0.06061
C 1.02406 1.26905 -0.03260
C -0.45331 0.86330 -0.09133
H -2.51152 -0.43651 0.19407
H 2.36107 -1.76106 0.04269
H 1.17392 2.39260 0.34952
N -1.93912 -1.20500 0.19928
N 0.30416 -1.54508 -0.12877
N 1.98868 0.40268 0.16215
O -1.36472 1.66754 -0.06515

Atoms 1-6, force components in eV/Å:
C 1.080 -1.619 1.315
C 1.607 -2.012 1.035
C 0.897 0.645 2.879
C -1.598 -0.238 -0.798
H -2.944 2.414 0.448
H -1.638 1.654 -0.499

Results
HOMO level in eV: -10.10
Structure (SMILES): [H]/N=C1/N=CN=CC1=O
Kohn-Sham gap in eV: 8.0


(4)
Formula: C3H6N2O5S
Source: the OMol25 dataset
Level of theory: ωB97M-V with the def2-TZVPD basis set

Geometry (Å):
C 2.00137 2.18497 0.98059
C -1.11591 1.09061 -0.69198
C 0.70676 -0.35831 -0.16351
N 0.54533 2.01180 0.81807
N 0.11285 0.99082 0.14184
O 2.76379 1.23080 0.82652
O -2.70953 0.87430 2.10706
O 2.32110 3.38325 1.00830
O -1.34622 1.14327 4.19395
O -1.08742 -0.85949 2.74370
S -1.38595 0.59003 2.79205
H -1.35034 2.16924 -0.66840
H -0.74848 0.86255 -1.70631
H -1.82091 0.31929 -0.36005
H 1.00127 -0.50908 -1.24131
H 1.59971 -0.41710 0.56765
H 0.18117 -1.18497 0.05193

Atoms 1-6, force components in eV/Å:
C -0.568 0.801 -1.746
C 1.932 0.963 0.644
C 4.661 3.328 1.075
N 0.275 0.962 0.482
N -1.252 -3.513 -2.342
O 0.873 -1.573 0.538

Results
HOMO level (spin up / spin down) in eV: -0.77 / 0.43
Total charge: -2
Kohn-Sham gap (spin up / spin down) in eV: 7.0 / 5.6


Record-wise energy values, in a.u.: -8130.76096, -1575.44387, -393.63836, -1001.70864